Below is a 4-piece molecular cluster, C4H15NO3 overall in a non-equilibrium geometry, with properties calculated with ωB97M-V/def2-TZVPD.

Last columns: bonded neighbours and bond lengths (Å).
Element x y z (Å)
1 C 1.7538 1.5893 -0.2227  C2 1.446, H6 1.082, H7 1.046, H8 1.078
2 C 0.4964 1.4823 -0.9292  C1 1.446, C3 1.385, H9 1.117
3 C -0.3173 0.3626 -0.9800  C2 1.385, C4 1.451, H10 1.112
4 C -1.5602 0.1425 -1.6960  C3 1.451, N5 1.472, H11 1.208, H12 1.106
5 N -2.2014 -1.0648 -1.1493  C4 1.472, H13 0.984, H14 0.924
6 H 2.6086 1.0194 -0.5633  C1 1.082
7 H 2.0426 2.5928 -0.1660  C1 1.046
8 H 1.6179 0.9452 0.6309  C1 1.078
9 H 0.2481 2.2669 -1.6845  C2 1.117
10 H 0.1323 -0.5109 -0.4583  C3 1.112
11 H -2.1478 1.1812 -1.5114  C4 1.208
12 H -1.2581 0.0709 -2.7572  C4 1.106
13 H -2.2592 -0.9454 -0.1741  N5 0.984
14 H -2.8298 -1.4059 -1.7346  N5 0.924
15 O 1.1776 -2.4645 -0.5272  H16 1.010, H17 1.021
16 H 1.9357 -2.2269 -1.1509  O15 1.010
17 H 0.3101 -2.0889 -0.9137  O15 1.021
18 O -1.2385 2.4992 2.0679  H19 0.945, H20 0.865
19 H -1.7398 1.7677 1.7414  O18 0.945
20 H -0.4053 2.6423 2.2499  O18 0.865
21 O 1.6239 -1.9100 2.5946  H22 0.975, H23 0.927
22 H 1.3411 -1.6695 1.6930  O21 0.975
23 H 1.0731 -2.6433 2.7290  O21 0.927

Computed properties:
HOMO-LUMO gap = 0.347 Eh
SMILES = C/C=C/CN.O.O.O
ΔE to the lowest compared entry with this formula, charge and spin = 3.493 eV
lowest unoccupied orbital energy = 0.6 eV